Density functional theory data (ωB97M-V/def2-TZVPD) for the molecule C6H9NO at a distorted geometry.

Output
- Electronic energy: -363.71172 Eh
- Orbital gap: 8.93 eV
- Energy above the lowest of the compared OMol25 structures with the same formula, charge and spin: 820.5 kJ/mol
- F_max: 6.051 eV/A
- Structure (SMILES): O[C@]12C[C@H]3CN3[C@@H]1C2
- Spin multiplicity: 1

Positions of all 17 atoms, in Å:
O (-1.453, 1.050, -0.674)
C (-1.075, 0.322, 0.436)
C (0.226, 1.048, 0.924)
C (1.360, 0.721, -0.174)
C (2.122, -0.553, -0.097)
N (0.778, -0.532, -0.814)
C (-0.179, -0.880, 0.182)
C (-1.661, -1.203, 0.197)
H (-2.600, 0.856, -0.747)
H (0.835, 0.397, 1.687)
H (0.308, 2.206, 1.048)
H (1.762, 1.367, -0.833)
H (2.984, -0.598, -0.775)
H (2.193, -0.993, 0.972)
H (0.183, -1.325, 1.220)
H (-2.174, -1.155, -0.927)
H (-2.075, -2.166, 0.630)

***

Density functional theory data (ωB97M-V/def2-TZVPD) for the molecule C6H9NO at a distorted geometry.

Output
- Electronic energy: -363.92537 Eh
- Orbital gap: 8.51 eV
- Energy above the lowest of the compared OMol25 structures with the same formula, charge and spin: 259.6 kJ/mol
- F_max: 1.137 eV/A
- Structure (SMILES): [H]/N=C1\C(=O)[C@@]1(C)CC
- Spin multiplicity: 1

Positions of all 17 atoms, in Å:
H (1.835, -0.221, -2.724)
N (1.467, -0.703, -1.901)
C (1.025, 0.047, -1.002)
C (0.685, 1.329, -0.418)
O (0.647, 2.526, -0.469)
C (0.395, 0.083, 0.352)
C (1.293, -0.225, 1.543)
C (-1.041, -0.400, 0.535)
C (-1.926, -0.089, -0.666)
H (1.348, -1.302, 1.693)
H (2.299, 0.153, 1.376)
H (0.891, 0.240, 2.440)
H (-1.020, -1.480, 0.704)
H (-1.451, 0.078, 1.428)
H (-2.937, -0.443, -0.484)
H (-1.545, -0.578, -1.559)
H (-1.966, 0.984, -0.848)

***

Density functional theory data (ωB97M-V/def2-TZVPD) for a structure of composition C6H9NO at a distorted geometry.

Output
- Electronic energy: -363.87123 Eh
- Orbital gap: 9.80 eV
- Energy above the lowest of the compared OMol25 structures with the same formula, charge and spin: 401.7 kJ/mol
- F_max: 4.389 eV/A
- Spin multiplicity: 1

Positions of all 17 atoms, in Å:
C (-1.292, -0.231, 0.323)
C (-1.426, 1.162, -0.062)
C (-0.190, 1.710, -0.132)
C (0.732, 0.680, 0.232)
C (1.632, -1.111, 0.069)
C (0.119, -0.621, -0.224)
H (-2.181, -1.887, -0.094)
H (-1.303, -0.308, 1.508)
H (-2.464, 1.496, -0.209)
H (0.005, 2.761, -0.412)
H (0.681, 0.558, 1.319)
H (2.205, 0.362, -1.187)
H (1.658, -1.292, 1.143)
H (2.009, -1.877, -0.457)
H (0.079, -0.651, -1.313)
N (2.097, 0.237, -0.206)
O (-2.361, -0.987, -0.298)

***

Density functional theory data (ωB97M-V/def2-TZVPD) for the molecule C6H9NO.

Output
- Electronic energy: -363.96495 Eh
- Orbital gap: 9.28 eV
- Energy above the lowest of the compared OMol25 structures with the same formula, charge and spin: 155.7 kJ/mol
- F_max: 0.490 eV/A
- Structure (SMILES): C=C(N)C1(C=O)CC1
- Spin multiplicity: 1

Positions of all 17 atoms, in Å:
C (-0.787, 1.778, -0.870)
C (-0.646, 0.471, -0.672)
N (-1.185, -0.483, -1.540)
C (0.226, -0.059, 0.422)
C (0.180, 0.639, 1.726)
O (-0.604, 1.481, 2.073)
C (0.519, -1.544, 0.548)
C (1.578, -0.641, 0.040)
H (-0.289, 2.502, -0.256)
H (-1.411, 2.156, -1.661)
H (-1.617, -1.272, -1.079)
H (-1.811, -0.071, -2.218)
H (0.964, 0.271, 2.427)
H (0.613, -1.942, 1.547)
H (0.043, -2.214, -0.146)
H (1.801, -0.661, -1.017)
H (2.424, -0.411, 0.674)

***

Density functional theory data (ωB97M-V/def2-TZVPD) for the molecule C6H9NO at a distorted geometry.

Output
- Electronic energy: -363.86467 Eh
- Orbital gap: 10.00 eV
- Energy above the lowest of the compared OMol25 structures with the same formula, charge and spin: 418.9 kJ/mol
- F_max: 5.479 eV/A
- Structure (SMILES): C1=C\O/C=C\CNC/1
- Spin multiplicity: 1

Positions of all 17 atoms, in Å:
C (1.671, 0.491, -0.308)
C (0.819, 1.506, -0.220)
O (-0.282, 1.322, 0.575)
C (-1.506, 1.023, 0.098)
C (-1.794, -0.242, -0.438)
C (-0.845, -1.472, -0.134)
N (0.364, -1.379, 0.745)
C (1.528, -0.962, -0.120)
H (2.619, 0.715, -0.850)
H (1.144, 2.609, -0.532)
H (-2.083, 1.860, -0.171)
H (-2.822, -0.650, -0.879)
H (-0.611, -1.848, -1.083)
H (-1.611, -2.290, 0.031)
H (0.120, -0.436, 1.183)
H (1.196, -1.503, -1.058)
H (2.517, -1.438, 0.265)

***

Density functional theory data (ωB97M-V/def2-TZVPD) for the molecule C6H9NO at a distorted geometry.

Output
- Electronic energy: -363.91252 Eh
- Orbital gap: 10.24 eV
- Energy above the lowest of the compared OMol25 structures with the same formula, charge and spin: 293.3 kJ/mol
- F_max: 8.058 eV/A
- Structure (SMILES): C=C[C@@]1(C)CC(=O)N1
- Spin multiplicity: 1

Positions of all 17 atoms, in Å:
C (-1.542, -1.766, 0.001)
C (-1.080, -0.550, -0.554)
C (0.016, 0.347, -0.011)
C (-0.481, 1.827, 0.275)
C (0.986, -0.428, 0.879)
C (2.000, -0.348, -0.077)
O (3.139, -0.756, -0.146)
N (1.102, 0.238, -1.017)
H (-1.185, -2.204, 0.888)
H (-2.462, -2.074, -0.520)
H (-1.850, -0.121, -1.372)
H (-1.071, 2.055, -0.698)
H (-0.987, 2.053, 1.223)
H (0.519, 2.431, 0.244)
H (0.456, -1.418, 1.071)
H (1.126, 0.198, 1.894)
H (1.315, 0.517, -2.081)